Entry 1:
{"formula": "C15H16Cl2CuN4SSe", "method": "the ωB97M-V functional and the def2-TZVPD basis", "lumo_ev": [-0.551, -0.870], "e_above_lowest_ev": 0.1290, "s_squared": 0.756, "spin_multiplicity": 2, "symbols": ["Cu", "C", "C", "N", "N", "C", "N", "S", "C", "C", "C", "C", "C", "N", "H", "H", "H", "H", "H", "H", "H", "H", "H", "Cl", "C", "Cl", "H", "H", "Se", "C", "C", "C", "C", "C", "C", "H", "H", "H", "H", "H"], "positions_angstrom": [[-0.7831, 0.4086, -0.6704], [-3.4058, -1.5207, 2.1551], [-2.2786, -0.9635, 1.3536], [-2.4211, -0.1428, 0.3785], [-3.6472, 0.2984, 0.0186], [-3.5933, 1.2122, -0.9242], [-4.7727, 1.7153, -1.3365], [-2.1697, 1.8461, -1.6989], [-0.8737, -1.3269, 1.6525], [-0.5186, -2.2371, 2.6367], [0.8291, -2.4821, 2.8679], [1.7802, -1.8181, 2.1141], [1.3459, -0.9412, 1.1294], [0.0613, -0.7099, 0.9120], [-4.3095, -0.9510, 1.9608], [-3.1789, -1.4911, 3.2208], [-3.5880, -2.5623, 1.8790], [-5.6187, 1.3213, -0.9624], [-4.8109, 2.3414, -2.1180], [-1.2760, -2.7502, 3.2104], [1.1268, -3.1877, 3.6320], [2.8382, -1.9742, 2.2660], [2.0331, -0.4217, 0.4709], [-0.9164, -2.8138, -1.5846], [0.6142, -3.2111, -2.3850], [1.0806, -4.8937, -2.1128], [1.3788, -2.5593, -1.9777], [0.4875, -3.0535, -3.4492], [1.0289, 0.3331, -2.1955], [2.1034, 1.7605, -1.5123], [3.4901, 1.6176, -1.4854], [4.2969, 2.6408, -1.0103], [3.7323, 3.8189, -0.5421], [2.3529, 3.9639, -0.5623], [1.5434, 2.9477, -1.0477], [3.9407, 0.6994, -1.8415], [5.3717, 2.5098, -1.0044], [4.3598, 4.6165, -0.1666], [1.8971, 4.8781, -0.2031], [0.4690, 3.0821, -1.0675]]}


Entry 2:
{"formula": "C15H16Co2NO6", "method": "the ωB97M-V functional and the def2-TZVPD basis", "lumo_ev": 2.672, "total_charge": -1, "e_above_lowest_ev": 0.0000, "symbols": ["C", "C", "C", "C", "C", "C", "N", "H", "H", "H", "H", "H", "H", "H", "H", "H", "H", "H", "H", "H", "O", "C", "Co", "C", "O", "C", "O", "C", "C", "C", "Co", "C", "O", "C", "O", "C", "O", "H", "H", "H"], "positions_angstrom": [[-1.0717, -0.4213, -2.1028], [-0.6336, -0.2554, -0.6517], [-1.8575, -0.0561, 0.2259], [0.2508, -1.4460, -0.2215], [1.6763, -1.0410, -0.6332], [1.6529, 0.4803, -0.8463], [0.2797, 0.8750, -0.5076], [-1.7032, -1.3153, -2.1969], [-1.6662, 0.4435, -2.4234], [-0.2139, -0.5315, -2.7772], [-2.4476, -0.9810, 0.2378], [-1.5646, 0.1954, 1.2519], [-2.4853, 0.7525, -0.1710], [0.1905, -1.5483, 0.8681], [-0.0793, -2.3820, -0.6810], [2.4038, -1.3191, 0.1327], [1.9649, -1.5238, -1.5720], [2.3634, 1.0009, -0.1942], [1.9037, 0.7375, -1.8905], [-0.0460, 1.7204, -0.9585], [-1.0394, 1.5982, 6.1527], [-0.3994, 2.5049, 5.8298], [0.5770, 3.8734, 5.3399], [-0.7617, 4.8588, 4.7195], [-1.6800, 5.4940, 4.4183], [0.9693, 4.4207, 6.9624], [1.2005, 4.7916, 8.0311], [1.6582, 2.7621, 4.1083], [1.3108, 2.7582, 2.7719], [0.7469, 2.1286, 1.7225], [1.9467, 4.3549, 3.3121], [0.8132, 5.3723, 2.3989], [0.1659, 6.1512, 1.8426], [3.3638, 4.5651, 2.2479], [4.2534, 4.7203, 1.5267], [2.3119, 5.5414, 4.6714], [2.8014, 6.4318, 5.2321], [2.3186, 2.0243, 4.5733], [0.5027, 2.7204, 0.8393], [0.5047, 1.0640, 1.7517]]}


Entry 3:
{"formula": "C15H16F11N2O4S", "method": "the ωB97M-V functional and the def2-TZVPD basis", "lumo_ev": -5.702, "total_charge": 1, "symbols": ["C", "C", "N", "C", "C", "C", "F", "C", "F", "F", "F", "S", "O", "O", "C", "F", "F", "C", "F", "F", "C", "F", "F", "F", "H", "H", "H", "H", "H", "H", "H", "H", "H", "H", "H", "C", "C", "C", "C", "C", "C", "N", "O", "O", "H", "H", "H", "H", "H"], "positions_angstrom": [[0.2933, -2.2340, -1.9009], [-0.4766, -1.2379, -0.8588], [-1.2736, -0.1015, -1.4573], [-2.2615, 0.3712, -0.3699], [-1.6790, 0.4731, 1.1366], [-2.2947, 1.8726, 1.8150], [-3.7818, 1.8408, 1.9089], [-2.2021, -0.6165, -2.5715], [-2.8025, -1.9634, -2.2336], [-1.5750, -0.6812, -3.9070], [-3.4271, 0.2495, -2.7543], [-0.1754, 1.1545, -1.9463], [0.7155, 1.6120, -0.7236], [0.8933, 0.7045, -3.0180], [-0.9252, 2.7196, -2.6334], [-1.6875, 3.5424, -1.6470], [-1.8942, 2.4916, -3.7729], [0.1804, 3.7634, -3.3193], [0.7531, 3.2372, -4.5991], [-0.6330, 4.9700, -3.7264], [1.3460, 4.2979, -2.3284], [0.9548, 4.5894, -0.9347], [1.8398, 5.6050, -2.9040], [2.5731, 3.4166, -2.3059], [-0.3744, -2.7032, -2.7427], [1.2968, -1.7820, -2.3636], [0.6712, -3.1608, -1.2485], [-1.2161, -1.9226, -0.2219], [0.3759, -0.8882, -0.0986], [-3.2126, -0.3487, -0.2961], [-2.7198, 1.4440, -0.6244], [-0.5282, 0.5367, 1.2769], [-2.0774, -0.4289, 1.8015], [-2.0316, 2.7227, 1.0194], [-1.7576, 2.1743, 2.8095], [2.1385, -2.5869, 5.1731], [2.4975, -1.4243, 4.4891], [2.4616, -1.3940, 3.0937], [2.0585, -2.5374, 2.3902], [1.7050, -3.7082, 3.0740], [1.7476, -3.7274, 4.4696], [1.9943, -2.5038, 0.9242], [2.3331, -1.4554, 0.3551], [1.6011, -3.5236, 0.3399], [2.1627, -2.6039, 6.2613], [2.8025, -0.5399, 5.0444], [2.7443, -0.4803, 2.5755], [1.3950, -4.6043, 2.5405], [1.4721, -4.6305, 5.0097]]}


Entry 4:
{"formula": "C15H16F8NO7S", "method": "the ωB97M-V functional and the def2-TZVPD basis", "lumo_ev": -1.666, "total_charge": -1, "symbols": ["C", "C", "C", "C", "C", "C", "C", "O", "O", "C", "F", "F", "F", "C", "C", "N", "O", "C", "C", "C", "C", "F", "F", "C", "F", "F", "F", "H", "H", "H", "H", "H", "H", "H", "H", "H", "H", "H", "H", "H", "H", "H", "H", "O", "S", "O", "O", "O"], "positions_angstrom": [[-0.9613, 5.4531, -1.9357], [0.2071, 4.3600, -1.8123], [-0.2003, 2.9044, -2.4342], [0.8453, 1.8485, -1.7983], [0.1934, 0.4138, -1.4738], [0.3569, -0.6598, -2.6279], [1.0816, -0.3799, -4.0019], [0.7726, 0.5170, -4.8160], [2.1719, -1.2869, -4.3621], [3.2403, -1.1916, -3.4419], [4.4460, -1.6496, -4.0663], [3.0726, -2.0355, -2.2979], [3.5073, 0.1142, -2.9719], [-0.2218, -2.0823, -2.3351], [-0.8983, -2.3419, -0.9821], [-1.0202, -1.3057, 0.0297], [-1.6169, -1.7153, 1.1869], [-0.4743, -1.9771, 2.1086], [-0.7153, -3.2956, 3.0127], [-0.5288, 0.0716, -0.1186], [-0.6254, 1.2109, 0.9718], [-1.0529, 2.4914, 0.4402], [-1.4875, 0.9657, 2.0648], [0.8482, 1.5127, 1.6320], [0.7980, 1.1976, 3.0329], [1.8781, 0.7166, 1.0871], [1.1661, 2.9064, 1.5304], [-1.7646, 5.2914, -1.1178], [-0.4799, 6.4754, -1.6711], [-1.4005, 5.5779, -2.9814], [1.1893, 4.7346, -2.3027], [0.4600, 4.2846, -0.6833], [-0.1227, 3.0214, -3.5661], [-1.2833, 2.7162, -2.1285], [1.7156, 1.7752, -2.5589], [1.3178, 2.3221, -0.8593], [-0.1164, -2.9219, -3.1120], [-1.2854, -3.3939, -0.7688], [0.5194, -2.0507, 1.5207], [-0.3187, -1.1082, 2.8567], [-1.8236, -3.5613, 3.0542], [-0.2892, -3.0890, 4.0556], [-0.0781, -4.1353, 2.5606], [-2.9315, -3.7813, 7.4511], [-2.2051, -4.5407, 6.4176], [-2.0687, -5.9450, 6.8442], [-0.8647, -3.9502, 6.2231], [-2.9523, -4.4839, 5.1451]]}


Entry 5:
{"formula": "C15H16FNO", "method": "the ωB97M-V functional and the def2-TZVPD basis", "smiles": "O=C1CN2[C@@H]3CC[C@H]2[C@H]1[C@@H](c1ccc(F)cc1)C3", "lumo_ev": 0.702, "e_above_lowest_ev": 2.0669, "symbols": ["O", "C", "C", "N", "C", "C", "C", "C", "C", "C", "C", "C", "C", "C", "F", "C", "C", "C", "H", "H", "H", "H", "H", "H", "H", "H", "H", "H", "H", "H", "H", "H", "H", "H"], "positions_angstrom": [[-1.2036, 0.9379, 3.5589], [-0.4597, 0.2423, 2.8496], [-0.0030, -1.1555, 3.2112], [0.7988, -1.3541, 1.9322], [0.1223, -2.0145, 0.7953], [1.3236, -1.9048, -0.1008], [2.0535, -0.5684, 0.1717], [1.3815, -0.1480, 1.4742], [0.0457, 0.6970, 1.5769], [-0.9806, 0.3127, 0.4112], [-0.7481, 0.9962, -0.9964], [-1.4866, 0.5933, -2.0630], [-1.3302, 1.0841, -3.3436], [-0.4703, 2.1020, -3.5759], [-0.6028, 2.7537, -4.7959], [0.3155, 2.5979, -2.5632], [0.1537, 2.1030, -1.2717], [-1.1596, -1.2668, 0.3804], [0.7042, -1.2169, 4.1148], [-0.8654, -1.8112, 3.4012], [-0.1826, -3.1562, 0.7388], [1.1396, -2.0327, -1.1684], [1.9021, -2.7764, 0.2391], [3.1082, -0.8796, 0.3012], [1.8482, 0.0585, -0.7011], [2.1660, 0.2244, 2.0808], [0.1959, 1.7764, 1.5088], [-1.9235, 0.5531, 0.8121], [-2.2656, -0.0143, -1.7458], [-1.8843, 0.6452, -4.2013], [0.8890, 3.4226, -2.9143], [0.7213, 2.5125, -0.4644], [-1.9827, -1.6886, 1.0153], [-1.3204, -1.6247, -0.6679]]}